No. 1
{"formula": "C41H58F12N4O11S", "method": "ωB97M-V/def2-TZVPD", "elements": ["C", "C", "C", "O", "C", "C", "C", "C", "C", "O", "C", "C", "C", "C", "F", "F", "C", "F", "F", "C", "F", "F", "C", "F", "F", "F", "C", "O", "C", "C", "C", "C", "C", "C", "N", "C", "N", "N", "C", "O", "C", "N", "C", "S", "C", "C", "O", "C", "F", "F", "F", "C", "C", "O", "H", "H", "H", "H", "H", "H", "H", "H", "H", "H", "H", "H", "H", "H", "H", "H", "H", "H", "H", "H", "H", "H", "H", "H", "H", "H", "H", "H", "C", "C", "O", "H", "H", "H", "H", "H", "H", "C", "C", "O", "H", "H", "H", "H", "H", "H", "C", "C", "O", "H", "H", "H", "H", "H", "H", "C", "C", "O", "H", "H", "H", "H", "H", "H", "C", "C", "O", "H", "H", "H", "H", "H", "H"], "positions_angstrom": [[5.883, -3.413, 3.312], [4.902, -4.649, 3.492], [4.545, -5.383, 2.149], [4.013, -4.533, 1.102], [3.051, -3.643, 1.570], [1.903, -4.163, 2.353], [0.899, -3.230, 2.851], [1.073, -1.777, 2.582], [2.225, -1.287, 1.807], [2.343, 0.085, 1.603], [3.232, -2.194, 1.259], [4.464, -1.812, 0.394], [4.277, -0.588, -0.572], [3.310, -0.823, -1.776], [2.187, -1.581, -1.490], [4.024, -1.528, -2.756], [2.759, 0.575, -2.339], [1.654, 0.872, -1.547], [3.659, 1.611, -2.135], [2.429, 0.565, -3.883], [3.558, 0.488, -4.656], [1.864, 1.818, -4.159], [1.358, -0.505, -4.348], [0.789, -0.001, -5.512], [1.937, -1.689, -4.723], [0.333, -0.694, -3.480], [-0.015, -0.795, 3.117], [0.311, 0.285, 3.552], [-1.485, -1.337, 3.084], [-2.621, -0.472, 2.759], [-2.486, 1.052, 2.364], [-2.826, 1.132, 0.818], [-3.390, 2.526, 0.319], [-4.472, 3.202, 1.259], [-4.061, 4.526, 1.811], [-2.749, 4.488, 2.394], [-2.459, 4.006, 3.541], [-1.660, 5.097, 1.587], [-3.978, -1.069, 2.802], [-5.144, -0.309, 2.539], [-5.674, -0.630, 1.321], [-5.834, -0.672, 0.182], [-4.182, -2.501, 3.145], [-5.864, -3.234, 3.228], [-3.004, -3.370, 3.427], [-3.221, -4.892, 3.740], [-3.048, -5.619, 2.485], [-3.863, -6.727, 2.425], [-5.192, -6.390, 2.380], [-3.579, -7.631, 3.419], [-3.588, -7.336, 1.213], [-1.645, -2.784, 3.405], [-0.356, -3.617, 3.687], [-0.268, -4.516, 4.494], [5.299, -2.478, 3.111], [6.564, -3.609, 2.442], [6.443, -3.251, 4.275], [3.979, -4.390, 4.088], [5.463, -5.392, 4.138], [5.498, -5.867, 1.784], [3.811, -6.223, 2.331], [1.785, -5.257, 2.572], [1.547, 0.417, 1.141], [4.862, -2.693, -0.187], [5.295, -1.532, 1.112], [5.293, -0.391, -1.031], [4.023, 0.378, -0.046], [-1.460, 1.451, 2.550], [-3.195, 1.603, 3.031], [-1.845, 0.976, 0.270], [-3.490, 0.295, 0.467], [-3.907, 2.316, -0.668], [-2.532, 3.209, 0.051], [-4.844, 2.531, 2.086], [-5.387, 3.409, 0.630], [-4.133, 5.258, 1.097], [-1.442, 4.152, 3.636], [-2.006, 5.211, 0.624], [-1.536, 6.072, 1.902], [-6.456, -3.047, 1.997], [-2.457, -5.292, 4.463], [-4.222, -5.093, 4.215], [3.358, 3.494, -7.247], [3.492, 4.855, -6.591], [2.287, 5.203, -5.918], [2.531, 3.492, -7.960], [4.277, 3.221, -7.771], [3.138, 2.726, -6.500], [3.691, 5.623, -7.340], [4.314, 4.859, -5.867], [2.121, 4.527, -5.250], [2.813, 5.389, 0.630], [2.757, 3.891, 0.849], [1.678, 3.552, 1.715], [2.936, 5.911, 1.581], [3.643, 5.655, -0.029], [1.881, 5.750, 0.185], [3.680, 3.538, 1.311], [2.623, 3.363, -0.103], [0.862, 3.859, 1.297], [5.557, 6.741, -3.352], [6.294, 6.252, -2.120], [5.619, 5.137, -1.547], [4.534, 7.027, -3.098], [6.063, 7.601, -3.795], [5.489, 5.949, -4.102], [6.341, 7.039, -1.365], [7.317, 5.954, -2.371], [5.588, 4.441, -2.214], [-2.346, -6.664, -2.671], [-2.833, -8.065, -2.988], [-2.331, -8.990, -2.031], [-1.254, -6.630, -2.670], [-2.720, -5.945, -3.403], [-2.676, -6.357, -1.676], [-2.483, -8.378, -3.973], [-3.927, -8.108, -2.980], [-2.651, -8.714, -1.163], [-9.442, 3.388, -0.478], [-8.301, 2.411, -0.686], [-7.550, 2.260, 0.515], [-9.060, 4.362, -0.164], [-10.020, 3.515, -1.396], [-10.112, 3.037, 0.312], [-7.623, 2.775, -1.460], [-8.678, 1.430, -0.991], [-8.150, 1.930, 1.194]], "forces_ev_per_a": [[-0.842, -0.244, 0.161], [0.461, -0.191, 0.343], [0.338, -0.842, 0.944], [-0.325, 0.852, 0.995], [-1.606, 1.128, 0.888], [-0.026, 1.954, -0.194], [1.337, 1.891, -1.380], [0.454, -1.750, -0.592], [-0.632, -1.363, 0.379], [-0.112, -1.074, -0.568], [-1.475, -1.929, 0.945], [-0.021, 0.550, 0.387], [0.526, 0.354, -0.099], [0.826, -0.020, 0.419], [1.256, 0.687, -0.265], [-1.106, 0.954, 0.769], [0.394, -0.099, 0.740], [1.165, -0.170, -1.468], [-0.868, -1.421, -0.400], [-0.580, 1.491, -0.225], [-1.329, -0.261, 1.202], [0.598, -1.544, 0.504], [-0.936, -0.390, -2.297], [0.789, -0.608, 1.567], [-0.787, 1.584, 1.194], [1.704, 0.102, -0.766], [0.553, -0.850, -0.277], [-0.759, -0.495, -0.324], [-1.130, -1.174, 0.076], [-0.491, -0.917, 0.679], [-0.400, -1.409, -0.188], [0.660, 0.550, -0.327], [-0.431, -0.718, -0.453], [-0.858, 0.148, -0.760], [1.069, -0.905, 0.242], [0.633, 0.927, -0.099], [-0.216, 0.565, -1.120], [-1.433, 0.677, -0.177], [2.293, -2.784, 0.848], [-0.484, -0.852, -1.909], [2.096, 1.470, 1.965], [-0.770, -0.534, -0.048], [1.972, 0.955, -0.845], [0.525, 0.445, -0.026], [0.201, 1.414, 0.013], [0.496, 0.616, 0.915], [-1.527, -1.000, 0.686], [0.993, 0.178, -1.723], [1.565, -0.867, 0.719], [-1.026, 1.204, -1.134], [-0.382, 0.554, 1.694], [-1.854, 1.394, -0.466], [0.766, 0.084, -0.703], [-0.549, 0.522, -0.502], [0.546, -0.813, 0.102], [-0.402, 0.259, 0.941], [-0.364, -0.175, -1.138], [0.953, -0.050, -0.745], [-0.715, 0.520, -0.840], [-1.102, 0.730, -0.096], [0.751, 0.836, -0.052], [0.240, 1.288, -0.321], [0.455, -0.061, 0.596], [-0.738, 0.815, 0.694], [-0.834, -0.211, -0.839], [-1.185, -0.237, 0.268], [-0.018, -1.327, -0.399], [-0.966, -0.514, 0.009], [0.589, -0.301, -0.779], [-1.052, -0.004, 0.535], [0.525, 0.929, 0.570], [0.626, 0.213, 1.004], [-0.936, -0.578, 0.584], [0.677, 0.677, -0.833], [0.944, -0.263, 0.814], [0.204, -0.547, 0.370], [-0.473, -0.453, 0.169], [0.296, -0.155, 0.473], [0.215, -0.643, 0.090], [0.961, 0.192, 0.510], [-0.621, 0.703, -0.827], [0.903, 0.378, -0.856], [0.046, -0.063, -0.107], [-0.194, -0.351, 0.208], [-0.026, 0.195, 0.015], [0.077, 0.071, -0.002], [-0.036, -0.051, 0.022], [0.111, 0.011, -0.004], [-0.120, 0.064, 0.127], [0.142, 0.004, -0.150], [-0.007, 0.085, -0.099], [0.137, 0.164, -0.049], [-0.355, 0.222, -0.081], [-0.062, -0.263, 0.022], [0.039, -0.092, -0.010], [-0.048, -0.010, -0.005], [0.031, -0.053, -0.072], [-0.133, -0.076, 0.069], [0.206, 0.039, -0.074], [0.036, 0.056, 0.190], [-0.038, 0.113, -0.001], [-0.105, -0.228, -0.350], [-0.013, -0.045, 0.193], [0.074, 0.035, 0.026], [-0.034, -0.045, -0.046], [0.106, 0.056, -0.015], [-0.045, -0.166, 0.082], [0.061, 0.180, 0.003], [-0.016, 0.079, 0.108], [0.040, 0.130, -0.071], [-0.029, 0.171, 0.420], [0.054, -0.200, -0.060], [-0.052, -0.038, -0.082], [0.009, 0.027, 0.063], [-0.091, 0.024, -0.067], [0.023, -0.142, 0.123], [-0.018, 0.094, -0.178], [0.059, -0.048, -0.104], [-0.021, 0.108, -0.061], [-0.305, -0.074, 0.302], [0.157, 0.030, 0.011], [0.021, -0.042, -0.080], [-0.032, 0.002, 0.059], [-0.039, -0.053, -0.096], [0.099, -0.075, 0.138], [-0.001, 0.056, -0.184], [0.100, 0.050, -0.076]], "e_tot_ev": -115379.2894, "homo_ev": -8.99, "spin_multiplicity": 1, "smiles": "[H]/N=C(\\N)NCCCCc1c(OC#N)c(S)c(COC(F)(F)F)c2c1C(=O)c1c(cc(OCCC)c(CCC(F)(F)C(F)(F)C(F)(F)C(F)(F)F)c1O)C2=O.CCO.CCO.CCO.CCO.CCO"}


No. 2
{"formula": "C41H59N16", "method": "ωB97M-V/def2-TZVPD", "elements": ["C", "C", "C", "N", "C", "C", "C", "C", "C", "C", "C", "C", "H", "H", "H", "H", "H", "H", "H", "H", "H", "H", "H", "H", "H", "H", "C", "C", "N", "H", "H", "H", "C", "C", "N", "H", "H", "H", "C", "C", "N", "H", "H", "H", "C", "C", "N", "H", "H", "H", "C", "C", "N", "H", "H", "H", "C", "C", "N", "H", "H", "H", "C", "C", "N", "H", "H", "H", "C", "C", "N", "H", "H", "H", "C", "C", "N", "H", "H", "H", "C", "C", "N", "H", "H", "H", "C", "C", "N", "H", "H", "H", "C", "C", "N", "H", "H", "H", "C", "C", "N", "H", "H", "H", "C", "C", "N", "H", "H", "H", "C", "C", "N", "H", "H", "H"], "positions_angstrom": [[2.805, -0.890, 0.226], [3.083, 0.164, -0.461], [3.563, 1.522, -1.205], [4.375, 2.278, -0.188], [5.732, 1.761, 0.032], [6.699, 2.415, 1.042], [6.213, 3.661, 1.854], [4.743, 4.142, 1.558], [3.815, 3.410, 0.507], [2.357, 4.032, 0.292], [1.137, 2.998, 0.464], [1.217, 2.054, 1.770], [2.848, -1.651, 1.088], [2.684, 2.111, -1.634], [4.268, 1.249, -2.070], [6.114, 0.836, -0.546], [7.761, 1.989, 1.175], [6.905, 4.181, 2.595], [4.384, 5.064, 2.127], [2.219, 4.881, 1.069], [2.314, 4.495, -0.757], [0.956, 2.313, -0.440], [0.172, 3.636, 0.568], [2.133, 2.225, 2.433], [1.107, 0.956, 1.417], [0.263, 2.250, 2.401], [0.483, -2.796, 3.060], [-0.295, -1.522, 2.915], [-0.911, -0.523, 2.803], [-0.066, -3.497, 3.693], [0.638, -3.250, 2.079], [1.453, -2.589, 3.516], [-3.030, 1.995, 1.122], [-2.675, 3.445, 1.308], [-2.404, 4.614, 1.476], [-2.610, 1.401, 1.937], [-4.116, 1.875, 1.117], [-2.628, 1.634, 0.174], [3.912, 0.505, -5.842], [4.216, -0.532, -4.794], [4.459, -1.361, -3.965], [4.677, 1.285, -5.827], [3.896, 0.041, -6.829], [2.938, 0.958, -5.646], [5.159, -2.227, -9.013], [4.370, -0.959, -9.153], [3.749, 0.038, -9.263], [4.619, -2.933, -8.378], [5.315, -2.678, -9.994], [6.130, -2.012, -8.561], [-3.277, -2.956, 4.600], [-2.987, -4.319, 4.046], [-2.760, -5.391, 3.611], [-4.095, -2.494, 4.044], [-3.561, -3.034, 5.651], [-2.390, -2.325, 4.518], [-7.594, -3.804, 5.585], [-6.850, -3.085, 4.499], [-6.265, -2.520, 3.646], [-7.739, -3.140, 6.439], [-8.568, -4.128, 5.217], [-7.027, -4.678, 5.908], [-7.225, -8.095, 6.133], [-7.436, -7.044, 7.183], [-7.602, -6.219, 8.009], [-8.024, -8.045, 5.392], [-6.267, -7.935, 5.635], [-7.227, -9.085, 6.593], [-1.965, 8.837, 2.704], [-2.064, 7.378, 2.350], [-2.143, 6.209, 2.053], [-0.917, 9.119, 2.824], [-2.409, 9.445, 1.912], [-2.494, 9.027, 3.639], [8.600, 2.312, 5.522], [8.985, 2.543, 4.091], [9.290, 2.724, 2.966], [8.945, 1.328, 5.845], [9.055, 3.074, 6.157], [7.515, 2.362, 5.627], [2.873, 4.474, -4.106], [1.939, 3.821, -5.086], [1.206, 3.311, -5.854], [2.681, 4.094, -3.101], [3.908, 4.256, -4.378], [2.724, 5.555, -4.113], [-5.336, 4.028, 3.502], [-5.734, 4.789, 4.732], [-6.047, 5.386, 5.698], [-5.142, 2.985, 3.757], [-6.139, 4.070, 2.763], [-4.433, 4.464, 3.071], [-4.119, -7.726, 0.895], [-5.551, -7.736, 0.447], [-6.675, -7.744, 0.095], [-3.525, -7.099, 0.228], [-4.050, -7.330, 1.910], [-3.718, -8.741, 0.881], [-9.892, -7.721, -0.708], [-10.829, -8.362, -1.690], [-11.565, -8.865, -2.460], [-10.089, -8.100, 0.296], [-8.860, -7.947, -0.977], [-10.032, -6.638, -0.714], [1.161, -2.398, -8.833], [1.417, -3.855, -8.585], [1.620, -5.000, -8.391], [2.101, -1.845, -8.801], [0.700, -2.262, -9.813], [0.490, -2.003, -8.067], [6.369, 5.637, -6.335], [6.287, 4.153, -6.533], [6.224, 2.986, -6.691], [5.468, 6.114, -6.726], [6.461, 5.866, -5.272], [7.238, 6.035, -6.861]], "forces_ev_per_a": [[2.204, 4.829, -1.823], [-0.711, -3.250, 2.276], [-0.477, -2.484, 0.117], [1.401, 1.331, 1.494], [0.992, 2.589, 2.692], [-3.467, 1.068, -0.796], [-3.090, -2.032, -3.263], [2.181, -2.790, -1.350], [3.187, 0.838, 2.095], [0.097, -0.644, -0.195], [-0.778, 0.031, 0.508], [-1.306, -0.208, -0.145], [-0.401, 1.459, -2.195], [1.344, -0.733, 0.993], [-1.123, 0.264, 1.320], [-1.232, 1.750, 0.843], [-1.989, 0.808, -0.239], [-1.162, -0.811, -1.207], [0.266, -1.592, -1.093], [0.488, -1.496, -1.337], [0.134, -0.549, 1.490], [0.526, 1.224, 1.158], [1.722, -0.918, -0.330], [-1.207, -0.353, -1.056], [0.562, 1.884, 0.863], [1.776, -0.273, -0.899], [-0.457, 0.808, -0.104], [-1.195, 1.952, -0.246], [1.861, -3.024, 0.339], [0.009, 0.079, -0.092], [-0.114, 0.068, 0.078], [-0.135, 0.052, 0.002], [0.178, 0.808, 0.539], [0.445, 2.486, 0.678], [-2.489, -15.344, -6.726], [-0.023, 0.012, -0.100], [0.096, 0.059, -0.019], [-0.023, 0.123, 0.075], [0.190, -0.699, 0.853], [0.758, -2.606, 2.615], [-1.031, 3.686, -3.453], [-0.003, -0.169, -0.048], [-0.002, 0.097, 0.152], [0.040, -0.122, -0.012], [-0.474, 0.764, -0.084], [-1.056, 1.987, -0.349], [1.884, -3.073, 0.367], [-0.006, 0.091, -0.066], [-0.068, 0.105, 0.081], [-0.128, 0.059, -0.046], [0.280, -0.753, -0.351], [0.393, -2.072, -0.842], [-0.660, 3.219, 1.274], [0.151, -0.169, 0.038], [0.029, -0.082, -0.114], [-0.053, -0.116, 0.006], [0.486, 0.464, -0.731], [1.051, 1.144, -1.730], [-1.860, -1.722, 2.608], [0.054, -0.062, -0.111], [0.123, 0.071, -0.022], [-0.036, 0.166, -0.034], [-0.137, 0.640, 0.639], [-0.341, 1.577, 1.703], [0.531, -2.493, -2.593], [0.056, 0.037, 0.121], [-0.086, 0.033, 0.099], [-0.013, 0.147, 0.012], [-0.190, -0.784, -0.442], [-0.283, -2.460, -0.861], [2.458, 15.236, 6.837], [-0.095, -0.099, -0.022], [0.042, -0.071, 0.089], [0.033, -0.104, -0.095], [0.275, 0.142, -0.848], [0.656, 0.347, -2.199], [-1.077, -0.546, 3.429], [-0.003, 0.103, -0.112], [-0.011, -0.059, -0.138], [0.111, 0.002, -0.078], [-0.582, -0.410, -0.724], [-1.414, -0.964, -1.482], [2.260, 1.497, 2.385], [-0.048, 0.030, -0.121], [-0.117, -0.039, -0.044], [-0.050, -0.127, -0.027], [-0.235, 0.515, 0.769], [-0.638, 1.165, 1.917], [0.974, -1.816, -2.946], [-0.051, 0.116, 0.063], [0.039, 0.038, 0.129], [-0.103, 0.029, 0.098], [-0.891, -0.019, -0.229], [-2.217, -0.023, -0.716], [3.484, 0.033, 1.121], [-0.135, -0.047, 0.052], [-0.030, 0.016, -0.121], [-0.122, 0.083, -0.040], [-0.590, -0.442, -0.721], [-1.520, -0.977, -1.509], [2.246, 1.530, 2.344], [-0.004, -0.009, -0.143], [-0.161, 0.020, 0.059], [-0.030, -0.125, -0.053], [0.155, -0.943, 0.179], [0.356, -2.282, 0.384], [-0.554, 3.499, -0.578], [-0.220, -0.093, -0.017], [0.069, -0.069, 0.099], [0.066, -0.107, -0.059], [-0.063, -0.911, -0.152], [-0.121, -2.319, -0.342], [0.152, 3.585, 0.610], [0.084, -0.117, -0.009], [0.024, -0.084, -0.104], [-0.088, -0.107, 0.041]], "e_tot_ev": -67291.4097, "homo_ev": -8.69, "spin_multiplicity": 1, "charge": 1}